# C6H7ClO4

An isolated molecule of C6H7ClO4 (ωB97M-V/def2-TZVPD, the OMol25 dataset).

* spin multiplicity: 1
* energy relative to the best compared isomer or geometry (same formula, charge and spin): 11.77 kJ/mol
* structure (SMILES): CC(=O)OC(=O)O/C=C/CCl
* orbital gap: 10.571 eV
* HOMO: -9.82 eV

XYZ file:
```
18
Properties=species:S:1:pos:R:3:mulliken_charge:R:1
C -1.987 -1.757 3.812 -1.04
C -0.967 -0.919 3.108 0.71
C -0.199 -0.603 0.882 0.73
C -0.121 0.452 -1.263 -0.22
C 1.183 0.464 -1.486 -0.30
C 1.825 0.988 -2.729 -0.38
H -1.868 -2.812 3.552 0.29
H -2.990 -1.487 3.518 0.32
H -1.886 -1.591 4.892 0.32
H -0.846 0.813 -1.979 0.36
H 1.872 0.123 -0.725 0.41
H 2.401 0.199 -3.206 0.31
H 2.521 1.805 -2.486 0.31
O -0.112 -0.243 3.597 -0.48
O -1.205 -0.973 1.735 -0.30
O 0.955 -0.801 1.038 -0.50
O -0.813 0.000 -0.149 -0.30
Cl 0.693 1.608 -3.958 -0.22
```